[1]
{"formula": "C34H24F5IrN7SSe3", "method": "the ωB97M-V functional and the def2-TZVPD basis", "symbols": ["H", "H", "H", "C", "H", "C", "C", "Se", "C", "C", "F", "H", "H", "F", "C", "C", "C", "C", "H", "C", "H", "H", "C", "F", "C", "Se", "C", "Se", "H", "C", "C", "H", "C", "N", "C", "H", "N", "N", "H", "C", "Ir", "F", "C", "C", "H", "H", "C", "S", "C", "H", "C", "H", "C", "C", "C", "F", "C", "C", "N", "H", "H", "H", "H", "N", "C", "C", "N", "H", "C", "C", "C", "N", "H", "C", "H"], "coordinates": [[5.734, -2.966, 4.823], [4.145, 0.253, 7.148], [-2.150, -1.714, -2.239], [0.298, -1.734, -3.237], [3.873, -2.717, 3.202], [3.867, -1.142, -1.255], [4.753, -1.594, -0.295], [1.171, 1.842, -1.789], [-1.359, 5.008, -0.545], [-2.819, -0.793, 0.825], [-2.745, 3.969, -3.634], [4.706, 1.182, 1.643], [-4.107, -3.149, -1.858], [-6.681, 2.304, -0.306], [-3.779, 2.161, -2.508], [-2.218, 2.831, -0.047], [1.113, -1.123, 1.295], [-2.320, 4.212, 0.050], [-2.400, -0.115, 1.553], [-5.727, 2.700, -1.147], [-1.442, 6.086, -0.508], [-4.407, -1.457, 2.077], [1.012, -4.409, -3.057], [-4.528, 5.721, -2.711], [3.578, 0.833, -0.166], [2.672, 2.524, -0.092], [3.043, -0.265, 5.392], [-2.553, 0.904, -3.207], [0.703, -4.472, -5.180], [4.091, -0.401, 6.288], [5.064, -0.754, 0.768], [2.280, 0.489, 5.550], [4.478, 0.497, 0.837], [0.533, -1.467, -0.839], [-2.665, -1.693, -1.294], [-2.961, 2.166, 0.370], [3.272, 0.053, -1.187], [1.935, -0.893, 3.359], [5.189, -2.579, -0.377], [-3.934, -1.552, 1.111], [-0.502, 0.300, -0.812], [-6.520, 4.913, -1.054], [0.687, -3.857, -4.291], [0.612, -2.298, -2.007], [1.231, -4.054, -0.945], [0.517, 4.993, -1.638], [-4.420, -2.421, 0.147], [0.167, 0.364, 1.355], [-3.769, -2.490, -1.071], [3.608, -1.752, -2.113], [2.984, -1.094, 4.278], [1.306, -0.113, 3.514], [-4.800, 1.797, -1.637], [5.066, -1.367, 6.083], [-0.273, 4.411, -1.184], [-4.902, 0.532, -1.206], [-0.229, 3.041, -1.192], [3.947, -2.074, 4.067], [-1.194, 2.263, -0.680], [-3.155, 4.645, 0.581], [0.111, -2.073, -5.340], [5.885, -1.468, 6.782], [-5.293, -3.028, 0.341], [1.885, -1.564, 2.238], [-5.648, 4.030, -1.525], [-3.725, 3.508, -2.854], [1.138, -1.905, 0.166], [5.753, -1.072, 1.539], [0.983, -3.636, -1.910], [0.340, -2.516, -4.381], [-4.635, 4.435, -2.380], [-2.190, -0.856, -0.360], [0.051, -0.680, -3.314], [4.982, -2.203, 4.978], [1.286, -5.454, -2.988]], "homo_ev": [-10.061, -10.060], "charge": 1, "de_lowest_kj_mol": 143.7}

[2]
{"formula": "C34H24F5IrN7SSe3", "method": "the ωB97M-V functional and the def2-TZVPD basis", "symbols": ["H", "H", "N", "C", "H", "C", "C", "C", "C", "C", "C", "H", "H", "H", "C", "H", "C", "C", "H", "C", "N", "H", "H", "C", "C", "Se", "F", "C", "H", "N", "C", "F", "H", "H", "H", "H", "C", "C", "H", "F", "S", "H", "C", "H", "N", "F", "Se", "H", "C", "C", "C", "C", "C", "N", "C", "C", "N", "C", "F", "N", "H", "C", "H", "C", "H", "C", "C", "Se", "C", "H", "C", "H", "C", "C", "Ir"], "coordinates": [[3.554, 0.973, 5.772], [5.615, 1.570, 4.540], [0.003, 1.461, 2.579], [3.316, -2.547, 2.432], [-0.498, -2.140, 2.384], [2.622, -1.840, 1.484], [-6.067, 1.807, -2.730], [-6.789, 2.405, -3.747], [1.820, 2.172, -1.460], [-1.298, -1.491, -3.229], [-0.603, -2.564, -3.748], [-5.697, 1.870, 1.008], [0.577, -3.535, 4.164], [-5.385, 4.348, 5.279], [-4.694, 1.969, -2.590], [-7.687, 3.050, 1.910], [4.677, 1.468, 4.012], [0.619, -2.893, -3.186], [3.061, -3.739, 4.202], [1.186, -3.056, 3.411], [1.293, -1.696, 1.481], [-2.262, -1.177, -3.604], [3.356, 1.816, 0.919], [2.260, 1.204, 2.660], [3.519, 1.135, 4.702], [2.820, -2.710, -1.492], [-8.107, 2.219, -3.841], [-4.779, 3.398, -4.559], [-1.348, 1.963, -0.634], [0.404, -1.135, -1.571], [-1.188, 1.155, 2.061], [-6.828, 3.789, -5.656], [-1.431, 4.089, -1.814], [0.668, 5.036, -2.805], [1.214, -3.704, -3.587], [4.394, -2.611, 2.398], [-0.478, 3.588, -1.715], [-6.752, 3.076, 2.454], [2.782, 3.702, -2.578], [-4.140, 4.174, -5.442], [-1.367, -0.080, 0.812], [-1.339, -0.004, -1.715], [-4.085, 2.788, -3.532], [1.409, 0.735, 4.566], [-3.356, 1.755, 2.104], [-2.758, 3.018, -3.476], [3.333, -0.934, -0.071], [-3.403, 3.159, 4.389], [0.678, 4.097, -2.269], [1.088, -2.166, -2.108], [-6.144, 3.206, -4.672], [-0.761, -0.808, -2.159], [2.566, -3.169, 3.427], [-2.194, 1.839, 2.607], [-5.649, 2.410, 1.946], [1.852, 3.365, -2.143], [0.701, 1.684, -0.891], [3.412, 1.563, 1.969], [-6.747, 1.053, -1.856], [1.034, 1.012, 1.961], [5.505, 1.990, 2.100], [0.571, -2.296, 2.427], [2.708, 1.560, -1.379], [4.618, 1.691, 2.643], [-3.522, 1.299, 1.187], [-0.435, 2.385, -1.031], [-4.456, 2.456, 2.656], [-3.692, 1.117, -1.216], [-6.658, 3.774, 3.649], [-0.991, -3.132, -4.583], [-4.343, 3.145, 3.857], [-7.522, 4.293, 4.042], [2.312, 1.002, 4.034], [-5.456, 3.806, 4.346], [0.849, -0.077, 0.219]], "homo_ev": -8.876, "charge": 1, "de_lowest_kj_mol": 147.3}

[3]
{"formula": "C34H25F5GeN2O2SSm", "method": "the ωB97M-V functional and the def2-TZVPD basis", "symbols": ["O", "F", "C", "C", "F", "N", "F", "C", "H", "F", "C", "H", "H", "C", "H", "C", "C", "C", "C", "H", "C", "H", "C", "H", "C", "H", "H", "Ge", "H", "C", "C", "H", "C", "C", "C", "C", "F", "C", "C", "H", "H", "S", "H", "C", "H", "Sm", "C", "C", "H", "N", "H", "H", "H", "C", "C", "H", "O", "H", "C", "H", "C", "C", "H", "C", "C", "C", "C", "H", "H", "C", "C"], "coordinates": [[10.391, 14.868, 5.517], [10.368, 17.253, 8.901], [14.453, 15.855, 5.993], [13.250, 11.800, 4.515], [10.979, 20.743, 11.922], [13.304, 15.259, 5.949], [12.487, 21.220, 7.466], [7.220, 13.856, 9.877], [7.721, 13.600, 6.549], [12.182, 22.257, 9.835], [9.378, 13.991, 5.232], [16.391, 15.472, 5.340], [12.683, 13.238, 8.348], [10.214, 8.551, 8.457], [7.281, 14.177, 8.812], [6.058, 13.969, 12.006], [9.604, 13.574, 7.695], [13.486, 14.927, 9.310], [11.193, 14.886, 10.916], [14.397, 14.838, 8.781], [11.880, 10.642, 9.322], [12.069, 16.490, 11.986], [11.080, 20.319, 10.669], [15.115, 10.836, 3.807], [10.867, 18.527, 9.120], [9.411, 14.604, 8.039], [14.654, 16.864, 6.418], [9.820, 12.679, 9.487], [10.632, 13.491, 7.354], [13.527, 13.971, 5.369], [13.384, 15.830, 10.361], [5.169, 14.438, 12.484], [7.064, 13.230, 12.662], [8.781, 13.248, 6.470], [6.131, 14.225, 10.645], [8.266, 13.074, 10.511], [10.052, 18.207, 11.309], [11.717, 21.050, 9.625], [14.609, 11.719, 4.198], [12.521, 11.504, 9.554], [12.021, 7.492, 8.164], [11.725, 18.486, 6.496], [8.872, 12.161, 6.266], [12.680, 12.936, 5.015], [11.650, 13.085, 5.295], [11.301, 15.898, 7.075], [10.679, 19.001, 10.392], [14.941, 13.855, 5.124], [7.081, 13.012, 13.710], [15.464, 15.113, 5.540], [14.120, 16.598, 10.581], [10.207, 14.927, 11.453], [8.579, 9.805, 8.974], [11.837, 20.490, 8.375], [11.581, 8.379, 8.497], [13.466, 9.257, 9.066], [9.123, 13.687, 4.103], [16.482, 12.771, 4.143], [11.454, 19.202, 8.107], [5.328, 14.872, 10.263], [12.477, 13.963, 9.160], [10.502, 10.841, 9.241], [12.610, 10.896, 4.402], [12.205, 15.792, 11.127], [8.127, 12.760, 11.894], [11.356, 13.898, 9.952], [15.469, 12.790, 4.481], [8.957, 12.242, 12.388], [9.533, 7.739, 8.153], [9.681, 9.710, 8.941], [12.391, 9.385, 9.043]], "s2": 8.760, "homo_ev": [-11.203, -11.219], "charge": 1, "spin_multiplicity": 6, "de_lowest_kj_mol": 193.6}

[4]
{"formula": "C34H25IN9O2RhS", "method": "the ωB97M-V functional and the def2-TZVPD basis", "symbols": ["C", "C", "H", "C", "H", "C", "N", "C", "C", "N", "C", "C", "H", "C", "C", "C", "C", "N", "H", "H", "H", "C", "H", "C", "S", "N", "C", "H", "H", "H", "H", "N", "C", "N", "Rh", "O", "H", "N", "C", "C", "N", "C", "H", "C", "H", "H", "O", "H", "H", "C", "C", "H", "C", "C", "C", "H", "I", "C", "N", "H", "C", "C", "H", "C", "C", "C", "H", "H", "C", "H", "C", "H", "C"], "coordinates": [[-2.580, -1.841, -0.447], [-2.155, 2.322, -0.707], [-1.653, -5.557, -0.480], [-1.425, 1.308, 3.060], [-0.445, 1.835, 5.005], [-3.788, 0.763, 3.627], [-2.657, -0.481, -0.486], [-0.111, -0.150, 4.046], [1.385, 0.185, 1.688], [0.352, 0.030, -5.197], [6.499, 0.244, 0.207], [2.016, 0.113, -1.843], [2.308, 0.195, -4.680], [1.032, 0.056, -2.921], [-2.136, 0.617, 5.400], [2.185, 0.185, 0.494], [-3.612, -2.797, -0.431], [0.082, -0.008, 1.497], [-2.235, -0.163, -3.091], [3.823, 0.145, -2.965], [4.144, 0.202, 1.325], [-0.973, -3.527, -0.432], [-4.652, -2.512, -0.421], [-3.275, -4.134, -0.441], [-0.652, 2.907, -1.159], [1.257, 0.122, 4.084], [7.704, -0.369, -2.151], [2.980, 0.524, 3.143], [-0.925, 2.179, 2.638], [-4.821, 0.651, 3.338], [-4.841, 1.144, -2.286], [-3.162, 2.178, -1.620], [5.683, 0.054, -0.916], [-1.292, -2.246, -0.439], [-0.484, -0.060, -0.499], [-2.240, 1.995, 0.605], [-4.180, 0.125, 5.628], [-0.258, -0.040, -2.505], [-1.211, -0.095, -3.432], [-2.872, 1.241, 2.706], [8.431, -0.180, -1.076], [7.874, 0.107, 0.076], [-4.763, -0.554, -0.580], [-1.019, 1.039, 4.525], [-1.534, -0.806, 2.488], [0.081, -3.764, -0.435], [-4.224, 0.814, 0.810], [-1.666, -0.125, -5.545], [8.538, 0.230, 0.920], [3.576, 0.188, 0.411], [1.932, 0.303, 3.023], [-0.300, -1.085, 4.580], [-0.769, -0.037, 2.625], [6.319, -0.270, -2.120], [-4.044, 1.181, -1.565], [-4.154, 3.067, -3.216], [-1.644, 0.205, 7.394], [-3.166, 1.382, 1.344], [1.433, 0.116, -0.630], [8.231, -0.610, -3.063], [4.213, 0.140, -0.828], [-0.899, -0.070, -4.785], [-4.054, -4.880, -0.444], [-3.934, 0.154, -0.504], [-3.161, 3.070, -2.768], [3.397, 0.137, -1.976], [-2.431, 2.747, -3.513], [-2.904, 4.083, -2.458], [-1.938, -4.519, -0.448], [5.771, -0.466, -3.026], [-3.415, 0.467, 4.951], [6.110, 0.499, 1.179], [1.303, 0.099, -4.294]], "homo_ev": [-11.856, -11.858], "charge": 2, "de_lowest_kj_mol": 774.6}

[5]
{"formula": "C34H25N5S3TeV", "method": "the ωB97M-V functional and the def2-TZVPD basis", "symbols": ["C", "N", "H", "C", "H", "H", "N", "H", "C", "C", "H", "N", "H", "S", "N", "C", "H", "C", "H", "H", "C", "C", "H", "C", "H", "C", "C", "N", "C", "H", "H", "H", "C", "C", "C", "C", "C", "H", "C", "H", "H", "H", "C", "C", "C", "C", "C", "S", "C", "C", "C", "H", "C", "H", "H", "C", "V", "C", "H", "C", "H", "S", "C", "C", "H", "Te", "C", "H", "C"], "coordinates": [[3.331, -1.461, 2.077], [0.345, 1.490, -0.149], [3.686, -2.238, 2.734], [-3.944, 0.114, -1.583], [5.276, -8.565, -0.555], [-1.710, 5.623, -0.289], [2.276, -3.805, -1.043], [3.037, -7.647, -0.174], [3.639, -5.622, -0.574], [-1.716, 4.580, -0.005], [-3.610, 4.738, 0.989], [2.377, -5.005, -0.439], [5.575, 1.169, -0.164], [0.078, -4.134, 0.222], [-1.560, 0.644, 1.200], [-6.861, -2.146, -0.799], [-6.614, -0.227, -1.726], [2.515, 2.414, -0.987], [-3.965, 0.891, -0.815], [2.098, 3.199, -1.601], [-3.584, 0.892, 2.452], [4.215, -0.682, 1.366], [-4.647, 2.745, 2.255], [6.165, -6.678, -1.012], [-4.346, 0.539, -2.502], [-4.744, -1.068, -1.143], [-0.624, 3.784, -0.354], [1.453, -0.332, 1.138], [3.714, 0.353, 0.547], [5.281, -0.841, 1.443], [-4.338, -4.098, 0.315], [-6.795, -4.055, 0.163], [-4.093, -2.178, -0.607], [-4.838, -3.241, -0.117], [1.183, -3.185, -0.823], [3.845, -6.989, -0.444], [-6.125, -1.071, -1.259], [-4.291, 0.449, 3.134], [-2.786, 2.755, 1.155], [1.236, -1.860, 2.483], [-7.934, -2.147, -0.910], [-2.224, -3.162, -0.966], [4.501, 1.262, -0.191], [1.698, 1.548, -0.273], [1.315, -5.403, 0.306], [2.311, 0.490, 0.475], [-6.218, -3.221, -0.208], [0.851, -1.669, -1.497], [-2.598, -2.210, -0.587], [5.112, -7.504, -0.661], [1.958, -1.254, 1.939], [-2.284, -0.832, 2.439], [-3.774, 2.172, 1.981], [0.197, 4.215, -0.907], [4.524, 2.920, -1.512], [-0.600, 2.443, 0.019], [-0.211, -0.249, 0.169], [5.960, -5.311, -1.102], [-2.209, -2.088, 0.434], [3.902, 2.244, -0.942], [4.536, -3.716, -0.944], [1.134, -6.765, 1.195], [-1.696, 1.933, 0.784], [-2.781, 4.096, 0.721], [6.779, -4.651, -1.339], [-1.908, -0.603, -1.874], [4.707, -4.779, -0.879], [7.141, -7.094, -1.213], [-2.458, 0.170, 2.058]], "s2": 0.912, "homo_ev": [-6.668, -5.579], "charge": 0, "spin_multiplicity": 2, "de_lowest_kj_mol": 50.4}

[6]
{"formula": "C34H26F4N5O2P2PdS2", "method": "the ωB97M-V functional and the def2-TZVPD basis", "symbols": ["H", "C", "N", "O", "C", "H", "H", "H", "H", "C", "C", "C", "C", "H", "F", "C", "C", "C", "N", "C", "C", "H", "H", "C", "H", "H", "H", "C", "H", "H", "C", "C", "C", "C", "C", "C", "N", "S", "C", "H", "Pd", "H", "H", "C", "N", "C", "H", "F", "S", "C", "H", "C", "H", "C", "P", "H", "H", "H", "C", "F", "P", "N", "C", "H", "C", "C", "H", "C", "C", "O", "F", "C", "C", "H", "C", "H"], "coordinates": [[0.032, 2.570, 3.135], [-0.999, -1.703, 4.881], [1.235, -0.368, 2.497], [0.127, 4.079, -0.847], [-0.360, -0.491, 4.509], [-0.782, 7.233, -0.041], [-1.237, 5.364, -1.628], [0.377, 6.213, 0.831], [5.209, -3.184, -3.318], [3.532, -2.336, 0.058], [-1.137, -2.794, 3.998], [4.735, -2.951, -2.373], [-1.573, -1.929, 6.155], [2.915, -2.270, -3.287], [-1.464, -0.988, 7.098], [-0.328, -5.303, -0.159], [0.600, -1.174, -2.707], [3.445, -2.435, -2.357], [-4.007, -5.928, 8.248], [2.841, -2.136, -1.140], [-0.074, 6.407, -0.141], [1.739, 2.510, 2.657], [0.284, 4.811, 4.069], [-1.622, -4.969, 0.209], [-1.597, 4.875, 0.029], [-3.032, -3.374, 0.523], [-0.079, -3.179, -3.109], [5.415, -3.165, -1.182], [-0.739, -2.697, -5.431], [-2.290, -1.089, 0.459], [0.516, -0.423, 3.402], [0.749, 0.111, -3.230], [-3.583, -5.636, 7.217], [-0.568, 0.752, 5.185], [-1.145, -2.660, -0.191], [-0.153, -0.633, -5.335], [-3.551, -7.260, 4.229], [1.871, 1.821, -0.238], [0.374, 0.376, -4.540], [-0.001, -6.333, -0.124], [0.275, 0.084, 0.346], [0.491, 1.377, -4.936], [5.350, -3.019, 0.962], [-2.033, -3.640, 0.198], [-1.479, -1.249, -0.125], [-3.304, -6.406, 4.962], [-2.310, -5.737, 0.538], [-0.648, -2.691, 2.745], [-1.350, 1.866, 0.471], [1.185, 4.250, 3.822], [1.157, 0.901, -2.615], [0.561, -4.303, -0.549], [6.421, -3.566, -1.201], [0.054, -2.181, -3.507], [1.146, -1.551, -1.011], [0.711, 6.702, -0.839], [1.583, -4.550, -0.811], [1.564, 3.797, 4.739], [0.886, 3.167, 2.819], [-1.840, -4.901, 3.380], [0.304, 2.953, 0.243], [-0.755, 1.782, 5.673], [-3.056, -5.361, 5.913], [-0.433, -0.425, -6.360], [-1.776, -3.949, 4.321], [-0.800, 5.186, -0.649], [-1.649, -0.841, -1.042], [-2.368, -4.174, 5.587], [-0.319, -1.910, -4.817], [0.543, 3.801, 1.549], [-2.702, -3.190, 7.723], [-2.209, -3.087, 6.488], [0.140, -2.984, -0.576], [1.937, 4.937, 3.430], [4.815, -2.858, 0.035], [3.060, -2.078, 1.002]], "s2": 0.795, "homo_ev": [-7.098, -7.667], "charge": 0, "spin_multiplicity": 2, "de_lowest_kj_mol": 66.1}

Number 1: molecular weight 1086.77 g/mol. Number 2: molecular weight 1086.77 g/mol. Number 3: molecular weight 843.61 g/mol. Number 4: molecular weight 853.51 g/mol. Number 5: molecular weight 778.35 g/mol. Number 6: molecular weight 845.11 g/mol.